<1>
{"formula": "C22H25N3O4", "method": "wB97M-V/def2-TZVPD", "symbols": ["C", "C", "C", "H", "H", "C", "N", "C", "O", "N", "C", "O", "C", "H", "H", "C", "O", "N", "H", "C", "C", "C", "C", "C", "C", "C", "H", "H", "O", "C", "H", "H", "H", "H", "H", "H", "H", "H", "C", "C", "C", "C", "C", "C", "H", "H", "H", "H", "H", "H", "H", "H", "H", "H"], "positions_angstrom": [[-0.4462, -2.9224, -4.3712], [0.4233, -2.9984, -3.1218], [0.1647, -1.8825, -2.1095], [-0.8959, -1.8511, -1.8609], [0.7136, -2.1065, -1.1902], [0.5973, -0.4679, -2.5572], [2.0105, -0.4166, -2.8518], [2.7301, 0.2540, -1.9279], [3.9224, 0.3990, -1.8636], [1.7990, 0.8311, -1.0489], [0.5228, 0.4244, -1.3093], [-0.4568, 0.7255, -0.6781], [2.1902, 1.3642, 0.2266], [1.5469, 2.2092, 0.4833], [3.2338, 1.6802, 0.1505], [2.0488, 0.2442, 1.2725], [1.7984, -0.8968, 0.9515], [2.2504, 0.6512, 2.5377], [2.3763, 1.6324, 2.7300], [2.0357, -0.2196, 3.6780], [0.8008, 0.1761, 4.4452], [-0.4179, 0.2809, 3.7896], [-1.5655, 0.6522, 4.4673], [-1.5088, 0.9242, 5.8305], [-0.2845, 0.8219, 6.4926], [0.8533, 0.4567, 5.8051], [1.7930, 0.3817, 6.3331], [-0.2537, 1.0365, 7.5489], [-2.5695, 1.2934, 6.5996], [-3.8358, 1.3969, 5.9948], [-3.8465, 2.1612, 5.2112], [-4.5190, 1.6888, 6.7909], [-4.1594, 0.4397, 5.5736], [-2.4932, 0.7225, 3.9223], [-0.4743, 0.0682, 2.7319], [1.9259, -1.2289, 3.2704], [2.9161, -0.1900, 4.3267], [2.4481, -1.0258, -3.5210], [-0.2587, 0.1372, -3.6485], [-1.6312, 0.2535, -3.4605], [-2.4254, 0.8184, -4.4416], [-1.8608, 1.2782, -5.6191], [-0.4922, 1.1872, -5.8013], [0.3066, 0.6271, -4.8196], [1.3745, 0.5738, -4.9692], [-0.0401, 1.5562, -6.7102], [-2.4825, 1.7141, -6.3869], [-3.4905, 0.9023, -4.2842], [-2.0752, -0.0776, -2.5355], [1.4772, -3.0090, -3.4081], [0.2231, -3.9445, -2.6133], [-0.2959, -3.8095, -4.9828], [-0.2057, -2.0495, -4.9713], [-1.4979, -2.8677, -4.0999]], "lowdin_charge": [-0.09, -0.23, -0.10, 0.12, 0.12, -0.30, 0.17, -0.48, 0.11, 0.06, -0.37, 0.13, -0.02, 0.14, 0.14, -0.46, 0.09, 0.07, 0.15, -0.12, -0.22, -0.02, -0.01, -0.28, 0.00, -0.04, 0.11, 0.12, -0.09, -0.09, 0.10, 0.09, 0.10, 0.10, 0.12, 0.13, 0.12, 0.16, -0.16, -0.03, -0.07, -0.09, -0.08, -0.04, 0.11, 0.10, 0.10, 0.10, 0.11, 0.10, 0.11, 0.07, 0.06, 0.08], "orbital_gap_ha": 0.3386, "total_charge": 0, "spin_multiplicity": 1, "e_homo_ev": -8.48, "smiles": "CCC[C@]1(c2ccccc2)NC(=O)N(CC(=O)NCc2ccc(OC)cc2)C1=O"}

***

<2>
{"formula": "C22H25N3O4", "method": "wB97M-V/def2-TZVPD", "symbols": ["C", "H", "H", "H", "C", "H", "H", "C", "C", "C", "H", "H", "C", "N", "C", "O", "C", "N", "O", "C", "C", "H", "C", "O", "C", "C", "C", "C", "C", "C", "N", "C", "C", "C", "H", "H", "H", "H", "H", "H", "H", "H", "C", "C", "H", "H", "H", "H", "H", "H", "H", "O", "H", "H"], "positions_angstrom": [[-4.1496, -1.7142, 1.4638], [-4.7004, -2.1264, 0.6231], [-3.6298, -2.5226, 1.9711], [-4.8564, -1.2620, 2.1565], [-3.1472, -0.6810, 0.9645], [-2.4133, -1.1801, 0.3333], [-2.6335, -0.2286, 1.8125], [-3.8338, 0.4075, 0.1377], [-2.9337, 1.6174, -0.1973], [-1.6518, 1.1991, -0.9211], [-1.9024, 0.6336, -1.8190], [-1.0500, 0.5604, -0.2720], [-0.8375, 2.4426, -1.2811], [-0.5284, 3.1763, -0.0753], [0.6388, 3.1273, 0.6003], [0.8052, 3.6562, 1.6846], [1.7440, 2.3378, -0.0144], [2.1775, 2.4449, -1.2442], [3.1720, 1.5401, -1.4048], [3.3487, 0.8683, -0.2557], [2.4744, 1.3397, 0.6810], [2.3495, 1.0313, 1.6964], [4.3247, -0.2633, -0.2220], [3.9207, -1.2815, 0.6606], [2.7040, -1.8766, 0.4678], [1.8722, -1.6707, -0.6040], [0.6235, -2.3214, -0.6652], [-0.2875, -2.1277, -1.7249], [-1.4871, -2.7860, -1.7044], [-1.7664, -3.6420, -0.6233], [-0.9502, -3.8458, 0.3727], [0.2336, -3.2048, 0.3775], [1.1223, -3.4139, 1.4555], [2.3194, -2.7659, 1.4988], [3.0090, -2.9054, 2.3164], [0.8203, -4.0919, 2.2376], [-2.7072, -4.1750, -0.5798], [-2.2167, -2.6537, -2.4876], [-0.0253, -1.4591, -2.5340], [2.1366, -1.0180, -1.4224], [5.2919, 0.0759, 0.1641], [4.4702, -0.6438, -1.2428], [-1.7097, 3.6543, 0.6141], [-2.5815, 2.4646, 1.0271], [-3.4895, 2.8274, 1.5113], [-2.0263, 1.8656, 1.7499], [-1.3828, 4.2157, 1.4906], [-2.2622, 4.3201, -0.0562], [0.0806, 2.1842, -1.8049], [-1.4249, 3.1003, -1.9310], [-3.5103, 2.2541, -0.8851], [-4.2839, -0.2085, -1.0550], [-4.7887, 0.4318, -1.5677], [-4.7020, 0.7824, 0.7075]], "lowdin_charge": [-0.09, 0.07, 0.07, 0.07, -0.19, 0.08, 0.11, -0.37, -0.28, -0.12, 0.12, 0.12, -0.13, -0.04, -0.40, 0.08, -0.18, 0.12, 0.03, -0.25, 0.08, 0.13, -0.11, -0.03, -0.26, 0.04, -0.15, -0.03, -0.06, -0.16, 0.11, -0.24, 0.00, 0.01, 0.12, 0.11, 0.11, 0.11, 0.12, 0.12, 0.15, 0.14, -0.13, -0.12, 0.12, 0.12, 0.12, 0.13, 0.10, 0.13, 0.15, -0.03, 0.10, 0.15], "orbital_gap_ha": 0.3261, "total_charge": 0, "spin_multiplicity": 1, "e_homo_ev": -8.63, "smiles": "CC[C@H](O)C1CCN(C(=O)c2cc(COc3ccc4ncccc4c3)on2)CC1"}

***

Most stable one: <1>, least stable one: <2>.

***

<1>
{"formula": "C22H25N3O4", "method": "wB97M-V/def2-TZVPD", "symbols": ["C", "H", "O", "C", "C", "C", "C", "C", "C", "O", "C", "H", "H", "H", "H", "C", "H", "H", "C", "N", "C", "O", "C", "C", "C", "N", "N", "H", "C", "C", "C", "C", "C", "C", "O", "H", "H", "C", "H", "H", "H", "C", "H", "H", "H", "H", "H", "H", "H", "H", "H", "H", "H", "H"], "positions_angstrom": [[-0.3101, -4.0101, -0.6733], [-0.4302, -3.7348, -1.7269], [-0.3281, -2.8837, 0.1657], [-1.4784, -2.1342, 0.2446], [-2.5999, -2.3806, -0.5386], [-3.7251, -1.5763, -0.4767], [-3.7629, -0.4930, 0.3869], [-2.6572, -0.2604, 1.1900], [-1.5143, -1.0547, 1.1487], [-0.5353, -0.6503, 2.0008], [0.6210, -1.4263, 2.2266], [1.1538, -0.9096, 3.0245], [0.3688, -2.4380, 2.5519], [1.2582, -1.4728, 1.3423], [-2.6462, 0.5685, 1.8810], [-4.9080, 0.4815, 0.3851], [-4.8933, 1.0567, 1.3110], [-5.8642, -0.0370, 0.3096], [-4.7685, 1.4537, -0.8089], [-3.3908, 1.8423, -0.9987], [-2.8222, 2.8759, -0.3308], [-3.4438, 3.7944, 0.1715], [-1.3516, 2.7996, -0.2680], [-0.4524, 1.7831, -0.5337], [0.8040, 2.2815, -0.1334], [0.6607, 3.5261, 0.3331], [-0.6276, 3.8166, 0.2502], [-0.9942, 4.7014, 0.5673], [2.0872, 1.5991, -0.1591], [2.1683, 0.2677, -0.5680], [3.3572, -0.4358, -0.5799], [4.5323, 0.2147, -0.1836], [4.4679, 1.5361, 0.2178], [3.2680, 2.2415, 0.2469], [3.3015, 3.5214, 0.6665], [2.3891, 3.8747, 0.6622], [5.3600, 2.0578, 0.5294], [5.8439, -0.5078, -0.1884], [5.8126, -1.3626, 0.4869], [6.0713, -0.8831, -1.1857], [6.6474, 0.1525, 0.1260], [3.3801, -1.8740, -1.0052], [2.3759, -2.2205, -1.2365], [4.0042, -2.0063, -1.8889], [3.7886, -2.5025, -0.2140], [1.2659, -0.2357, -0.8815], [-0.6627, 0.8163, -0.9410], [-2.7772, 1.0943, -1.2831], [-5.1147, 0.9775, -1.7293], [-5.3484, 2.3598, -0.6281], [-4.5699, -1.7979, -1.1111], [-2.5997, -3.2110, -1.2264], [-1.0825, -4.7348, -0.3965], [0.6716, -4.4605, -0.5311]], "lowdin_charge": [-0.09, 0.10, -0.12, -0.19, -0.01, -0.05, -0.26, 0.03, -0.20, -0.06, -0.06, 0.10, 0.10, 0.07, 0.14, -0.12, 0.12, 0.12, -0.16, 0.07, -0.44, 0.07, -0.15, 0.05, -0.20, 0.09, 0.07, 0.17, -0.09, 0.00, -0.24, -0.23, 0.03, -0.26, 0.06, 0.06, 0.12, -0.04, 0.08, 0.08, 0.08, -0.05, 0.06, 0.08, 0.08, 0.11, 0.10, 0.12, 0.12, 0.12, 0.11, 0.10, 0.10, 0.09], "orbital_gap_ha": 0.3091, "total_charge": 0, "spin_multiplicity": 1, "e_homo_ev": -7.86, "smiles": "COc1ccc(CCNC(=O)c2cc(-c3cc(C)c(C)cc3O)n[nH]2)cc1OC"}

***

<2>
{"formula": "C22H25N3O4", "method": "wB97M-V/def2-TZVPD", "symbols": ["C", "C", "C", "O", "C", "C", "C", "C", "C", "C", "H", "H", "N", "C", "O", "C", "H", "C", "C", "O", "N", "C", "C", "C", "C", "C", "C", "C", "O", "N", "H", "C", "H", "H", "H", "H", "H", "H", "H", "H", "C", "H", "H", "H", "H", "H", "H", "H", "H", "H", "H", "H", "H", "H"], "positions_angstrom": [[1.5188, 0.4299, -7.5777], [1.7588, -0.9509, -6.9805], [3.1899, -1.0870, -6.4522], [3.4766, -0.1901, -5.4012], [2.9750, -0.4235, -4.1555], [2.2893, -1.5623, -3.7526], [1.8448, -1.6866, -2.4471], [2.0676, -0.6819, -1.5120], [2.7609, 0.4594, -1.9168], [3.2058, 0.5809, -3.2134], [3.7426, 1.4618, -3.5280], [2.9535, 1.2461, -1.2079], [1.5896, -0.8204, -0.1999], [2.0156, -0.1305, 0.8902], [2.8901, 0.7043, 0.9359], [1.2148, -0.6182, 2.0931], [1.8461, -1.2946, 2.6733], [0.0203, -1.3496, 1.4808], [-1.1794, -0.4050, 1.3304], [-1.6027, -0.0435, 0.2555], [-1.6786, -0.0525, 2.5426], [-2.7447, 0.7786, 2.8511], [-3.5277, 1.3756, 1.8629], [-4.6090, 2.1611, 2.2036], [-4.9388, 2.3579, 3.5358], [-4.1545, 1.7963, 4.5233], [-3.0363, 1.0236, 4.2108], [-2.1715, 0.4567, 5.2801], [-1.4651, -0.5370, 5.1160], [-2.1808, 1.1147, 6.4558], [-2.7038, 1.9697, 6.5468], [-1.4006, 0.6884, 7.5909], [-2.0479, 0.4940, 8.4478], [-0.6654, 1.4483, 7.8618], [-0.8852, -0.2289, 7.3113], [-4.4439, 1.9369, 5.5550], [-5.8030, 2.9462, 3.8036], [-5.2084, 2.6094, 1.4259], [-3.2798, 1.2016, 0.8294], [-1.2718, -0.4849, 3.3791], [0.5440, -1.7779, 0.1083], [0.9482, -2.7966, 0.1416], [-0.2476, -1.7189, -0.6438], [-0.2930, -2.2056, 2.0823], [0.9460, 0.2212, 2.7328], [1.3229, -2.5894, -2.1723], [2.0929, -2.3719, -4.4381], [3.8984, -0.8154, -7.2404], [3.3946, -2.1215, -6.1479], [1.0540, -1.1172, -6.1637], [1.5957, -1.7225, -7.7356], [0.4851, 0.5325, -7.8988], [1.7305, 1.1964, -6.8363], [2.1670, 0.5929, -8.4360]], "lowdin_charge": [-0.10, -0.23, -0.21, -0.05, -0.27, -0.02, -0.01, -0.18, 0.01, 0.01, 0.12, 0.11, 0.02, -0.42, 0.08, -0.03, 0.13, -0.18, -0.41, 0.09, 0.14, -0.14, 0.01, -0.06, -0.09, -0.04, -0.07, -0.42, 0.04, 0.02, 0.13, -0.06, 0.09, 0.09, 0.08, 0.11, 0.10, 0.11, 0.10, 0.10, -0.10, 0.13, 0.13, 0.15, 0.13, 0.10, 0.11, 0.13, 0.12, 0.10, 0.11, 0.07, 0.07, 0.07], "orbital_gap_ha": 0.3012, "total_charge": 0, "spin_multiplicity": 1, "e_homo_ev": -7.72, "smiles": "CCCOc1ccc(N2C[C@H](C(=O)Nc3ccccc3C(=O)NC)CC2=O)cc1"}

***

Most stable one: <2>, least stable one: <1>.

***

<1>
{"formula": "C4H9BrO", "method": "wB97M-V/def2-TZVPD", "symbols": ["C", "C", "C", "C", "O", "Br", "H", "H", "H", "H", "H", "H", "H", "H", "H"], "positions_angstrom": [[-0.3674, 0.6294, 1.2575], [0.4934, -1.3750, -0.0009], [-0.3667, 0.6321, -1.2575], [-0.5198, -0.2243, -0.0011], [-1.7548, -0.9258, -0.0022], [-3.2898, 0.0340, 0.0002], [-1.1130, 1.4226, 1.2644], [-0.5052, 0.0164, 2.1457], [0.6207, 1.0798, 1.2881], [0.3740, -1.9769, -0.8980], [0.3326, -2.0104, 0.8663], [1.5023, -0.9745, 0.0306], [-0.4992, 0.0203, -2.1474], [-1.1158, 1.4221, -1.2654], [0.6195, 1.0869, -1.2839]], "lowdin_charge": [-0.06, -0.03, -0.06, -0.75, -0.64, 0.80, 0.06, 0.09, 0.09, 0.09, 0.09, 0.09, 0.09, 0.06, 0.09], "orbital_gap_ha": 0.3574, "total_charge": 0, "spin_multiplicity": 1, "e_homo_ev": -9.64, "smiles": "CC(C)(C)OBr"}

***

<2>
{"formula": "C4H9BrO", "method": "wB97M-V/def2-TZVPD", "symbols": ["C", "C", "C", "C", "O", "Br", "H", "H", "H", "H", "H", "H", "H", "H", "H"], "positions_angstrom": [[-0.5579, 0.4313, 1.1139], [1.6928, -0.5423, 0.1102], [-0.1479, 0.4029, -1.2820], [0.1494, -0.4916, 0.0039], [-0.3993, -1.6421, 0.0353], [-3.9769, 0.2493, 0.0842], [-0.5403, 1.5090, 0.8418], [-1.5301, -0.0065, 1.1295], [-0.2680, 0.2205, 2.0482], [2.0967, -1.5758, 0.0718], [1.8374, -0.3831, 1.2137], [2.2655, 0.1003, -0.6593], [-1.2476, 0.4027, -1.5666], [0.0264, 1.3864, -1.1066], [0.5998, -0.0610, -2.0378]], "lowdin_charge": [-0.01, -0.04, -0.02, -0.74, 0.09, 0.11, 0.11, -0.01, 0.03, 0.08, 0.08, 0.10, 0.08, 0.03, 0.12], "orbital_gap_ha": [0.2368, 0.2922], "total_charge": 0, "spin_multiplicity": 1, "e_homo_ev": [-10.05, -9.61]}

***

Most stable one: <1>, least stable one: <2>.

***

<1>
{"formula": "CH3N2OP", "method": "wB97M-V/def2-TZVPD", "symbols": ["C", "N", "N", "O", "P", "H", "H", "H"], "positions_angstrom": [[0.8421, 0.5168, -0.7652], [-0.0020, 0.9430, 0.0020], [-0.8650, 1.3231, 0.6349], [-4.0210, -0.7747, -0.3650], [-4.5454, 0.4505, 0.2199], [1.8878, 0.6713, -0.7418], [0.2677, 0.0908, -1.5411], [-5.3998, 0.2894, 1.4338]], "lowdin_charge": [-0.06, -0.25, 0.18, -0.58, 0.65, 0.06, 0.07, -0.08], "orbital_gap_ha": [0.3193, 0.2251], "total_charge": 0, "s2": 2.009, "spin_multiplicity": 3, "e_homo_ev": [-7.76, -8.69]}

***

<2>
{"formula": "CH3N2OP", "method": "wB97M-V/def2-TZVPD", "symbols": ["C", "N", "N", "O", "P", "H", "H", "H"], "positions_angstrom": [[0.8097, -0.4139, 0.0439], [0.0272, -0.2378, 1.3337], [-1.0502, 0.2737, 1.0533], [-0.0535, -0.6014, -1.0067], [-1.5197, 0.1415, -0.5740], [1.4106, 0.5749, -0.0103], [1.4715, -1.1825, 0.0125], [-1.0956, 1.4454, -0.8524]], "lowdin_charge": [-0.32, -0.04, -0.27, -0.39, 0.88, 0.14, 0.08, -0.07], "orbital_gap_ha": [0.2956, 0.2897], "total_charge": 0, "s2": 2.008, "spin_multiplicity": 3, "e_homo_ev": [-7.13, -9.93]}

***

Most stable one: <2>, least stable one: <1>.